(1)
ORCA calculation (ωB97M-V with the def2-TZVPD basis set) on a cluster of 2 separate species, C4H8O2 in total.

Last column: Löwdin charge in e.
Positions of all 14 atoms, in Å:
1 O 2.145 0.957 -0.500  0.078
2 C 0.903 0.446 -0.425  -0.366
3 C -0.313 1.003 -0.442  0.007
4 C -0.983 -0.335 -0.203  -0.384
5 O -1.800 -0.867 -1.225  -0.029
6 C 0.433 -0.973 -0.228  -0.057
7 H 2.782 0.232 -0.480  0.115
8 H 0.121 0.557 2.954  0.050
9 H -0.684 2.017 -0.543  0.107
10 H 0.118 0.867 2.277  0.027
11 H -1.476 -0.432 0.777  0.128
12 H -2.575 -0.298 -1.305  0.092
13 H 0.567 -1.642 -1.085  0.120
14 H 0.751 -1.470 0.696  0.111

LUMO energy in eV: 0.8
Highest occupied orbital energy in eV: -8.921
SMILES string: OC1=C[C@@H](O)C1.[H][H]
Energy in eV: -8370.14375
Energy above the lowest of the compared OMol25 structures with the same formula, charge and spin in kcal/mol: 72.4
Frontier orbital gap in eV: 9.71
Max |F| in hartree/bohr: 0.0064

***

(2)
ORCA calculation (ωB97M-V with the def2-TZVPD basis set) on a cluster of 2 separate species, C4H8O2 in total.

Last column: Löwdin charge in e.
Positions of all 14 atoms, in Å:
1 C -1.986 -0.211 1.263  -0.050
2 C -0.552 0.275 -1.483  0.065
3 O 0.396 -0.623 -1.353  -0.067
4 C 1.706 -0.143 -1.033  -0.470
5 O 2.613 -0.636 -1.624  0.160
6 C 1.757 0.870 0.066  0.002
7 H -1.448 -1.139 1.044  0.023
8 H -1.701 0.152 2.253  0.023
9 H -3.061 -0.402 1.239  0.024
10 H -1.425 -0.354 -1.771  0.035
11 H -1.733 0.549 0.516  -0.013
12 H 1.074 1.693 -0.154  0.076
13 H 2.784 1.219 0.172  0.094
14 H 1.424 0.403 1.000  0.099

LUMO energy in eV: 0.2
Highest occupied orbital energy in eV: -9.192
Energy in eV: -8369.59306
Energy above the lowest of the compared OMol25 structures with the same formula, charge and spin in kcal/mol: 85.1
Frontier orbital gap in eV: 9.40
Max |F| in hartree/bohr: 0.0122

***

(3)
ORCA calculation (ωB97M-V with the def2-TZVPD basis set) on a cluster of 2 separate species, C4H8O2 in total.

Last column: Löwdin charge in e.
Positions of all 14 atoms, in Å:
1 C 1.654 -0.879 -1.061  -0.041
2 C -0.705 0.227 -0.570  -0.139
3 O -1.381 -0.908 -0.515  0.009
4 C -0.217 0.531 0.835  -0.191
5 C -1.322 1.399 1.413  -0.274
6 O -1.135 2.435 1.997  0.065
7 H 1.924 -1.357 -2.001  0.035
8 H 2.470 -0.273 -0.667  0.040
9 H 1.363 -1.636 -0.324  0.043
10 H 0.825 -0.210 -1.294  -0.041
11 H -1.724 -1.073 -1.408  0.119
12 H 0.718 1.105 0.847  0.120
13 H -0.124 -0.353 1.492  0.129
14 H -2.345 0.991 1.256  0.127

LUMO energy in eV: 0.3
Highest occupied orbital energy in eV: -8.922
Energy in eV: -8369.16891
Energy above the lowest of the compared OMol25 structures with the same formula, charge and spin in kcal/mol: 94.8
Frontier orbital gap in eV: 9.18
Max |F| in hartree/bohr: 0.0110

***

(4)
ORCA calculation (ωB97M-V with the def2-TZVPD basis set) on an isolated molecule of C4H8O2.

Last column: Löwdin charge in e.
Positions of all 14 atoms, in Å:
1 C -2.118 0.609 -0.191  -0.119
2 O -0.881 0.036 -0.532  -0.187
3 C -0.160 -0.350 0.616  -0.187
4 C 1.245 -0.763 0.232  -0.264
5 C 1.992 0.046 -0.730  -0.110
6 O 2.282 0.113 0.658  -0.040
7 H -2.747 -0.087 0.386  0.089
8 H -1.981 1.525 0.407  0.091
9 H -2.631 0.864 -1.121  0.089
10 H -0.686 -1.171 1.132  0.129
11 H -0.078 0.494 1.320  0.135
12 H 1.499 -1.820 0.324  0.143
13 H 1.501 0.921 -1.154  0.116
14 H 2.763 -0.415 -1.347  0.113

LUMO energy in eV: 1.1
Highest occupied orbital energy in eV: -9.962
SMILES string: COC[C@H]1CO1
Energy in eV: -8370.66382
Energy above the lowest of the compared OMol25 structures with the same formula, charge and spin in kcal/mol: 60.4
Frontier orbital gap in eV: 11.05
Max |F| in hartree/bohr: 0.0064

***

(5)
ORCA calculation (ωB97M-V with the def2-TZVPD basis set) on an isolated molecule of C4H8O2.

Last column: Löwdin charge in e.
Positions of all 14 atoms, in Å:
1 C -2.340 0.632 -0.312  -0.084
2 O -1.349 0.524 0.694  -0.106
3 C 0.976 0.190 -0.013  -0.269
4 C 2.285 -0.505 0.231  -0.038
5 C -0.322 -0.346 0.390  -0.351
6 O 0.084 -0.437 -0.950  0.010
7 H -3.156 1.213 0.122  0.090
8 H -1.946 1.149 -1.194  0.090
9 H -2.718 -0.352 -0.620  0.095
10 H 1.015 1.274 -0.131  0.150
11 H 2.820 -0.024 1.056  0.082
12 H 2.127 -1.560 0.479  0.084
13 H 2.916 -0.453 -0.663  0.083
14 H -0.394 -1.305 0.912  0.164

LUMO energy in eV: 1.1
Highest occupied orbital energy in eV: -9.867
SMILES string: CO[C@H]1O[C@@H]1C
Energy in eV: -8371.06361
Energy above the lowest of the compared OMol25 structures with the same formula, charge and spin in kcal/mol: 51.2
Frontier orbital gap in eV: 11.01
Max |F| in hartree/bohr: 0.0063

***

(6)
ORCA calculation (ωB97M-V with the def2-TZVPD basis set) on a cluster of 2 separate species, C4H8O2 in total at a distorted geometry.

Last column: Löwdin charge in e.
Positions of all 14 atoms, in Å:
1 O -2.035 0.685 3.639  0.011
2 C -2.704 0.909 4.654  -0.305
3 C -2.148 0.858 6.042  -0.073
4 H -3.820 0.927 4.636  0.117
5 H -2.211 1.879 6.454  0.083
6 H -1.115 0.491 6.166  0.086
7 H -2.825 0.204 6.617  0.081
8 O -2.407 3.500 -5.075  0.031
9 C -3.355 3.535 -4.327  -0.319
10 C -3.267 3.186 -2.848  -0.063
11 H -4.371 3.830 -4.685  0.113
12 H -3.076 2.122 -2.629  0.085
13 H -4.197 3.489 -2.339  0.070
14 H -2.433 3.784 -2.441  0.084

LUMO energy in eV: 0.9
Highest occupied orbital energy in eV: -9.893
SMILES string: CC=O.CC=O
Energy in eV: -8371.45264
Energy above the lowest of the compared OMol25 structures with the same formula, charge and spin in kcal/mol: 42.2
Frontier orbital gap in eV: 10.83
Max |F| in hartree/bohr: 0.0604

***

Repeat the first record exactly.
ORCA calculation (ωB97M-V with the def2-TZVPD basis set) on a cluster of 2 separate species, C4H8O2 in total.

Last column: Löwdin charge in e.
Positions of all 14 atoms, in Å:
1 O 2.145 0.957 -0.500  0.078
2 C 0.903 0.446 -0.425  -0.366
3 C -0.313 1.003 -0.442  0.007
4 C -0.983 -0.335 -0.203  -0.384
5 O -1.800 -0.867 -1.225  -0.029
6 C 0.433 -0.973 -0.228  -0.057
7 H 2.782 0.232 -0.480  0.115
8 H 0.121 0.557 2.954  0.050
9 H -0.684 2.017 -0.543  0.107
10 H 0.118 0.867 2.277  0.027
11 H -1.476 -0.432 0.777  0.128
12 H -2.575 -0.298 -1.305  0.092
13 H 0.567 -1.642 -1.085  0.120
14 H 0.751 -1.470 0.696  0.111

LUMO energy in eV: 0.8
Highest occupied orbital energy in eV: -8.921
SMILES string: OC1=C[C@@H](O)C1.[H][H]
Energy in eV: -8370.14375
Energy above the lowest of the compared OMol25 structures with the same formula, charge and spin in kcal/mol: 72.4
Frontier orbital gap in eV: 9.71
Max |F| in hartree/bohr: 0.0064